Molecular formula: C2H12O4
Method: DFT, wB97M-V/def2-TZVPD

The geometry in XYZ format:
```
18
Properties=species:S:1:pos:R:3:forces:R:3
C 1.8809 0.8084 2.6666 -1.809 0.760 -1.016
C 0.8927 1.6731 2.9444 1.325 -1.003 1.806
H 1.8903 -0.1505 3.1610 0.348 -0.116 -0.071
H 2.4096 0.9967 1.7444 0.821 -0.236 0.221
H 0.3098 1.4237 3.8333 -0.299 0.378 -0.335
H 0.8968 2.6887 2.6051 -0.389 0.199 -0.625
O -1.7500 -0.9914 -0.9888 -0.256 0.600 3.386
H -2.2946 -0.5997 -1.6365 0.030 -0.598 -1.805
H -0.9650 -1.5275 -0.8203 -0.433 -0.403 -2.258
O -1.7786 1.6837 -1.5988 0.493 -0.248 -0.659
H -2.3704 2.0483 -0.9377 0.134 -0.375 0.263
H -1.4560 0.7926 -1.3348 -0.570 0.966 0.609
O 0.7715 -0.4782 -2.7786 -0.012 0.118 0.176
H 0.6168 -0.1755 -3.6797 -0.052 0.104 0.158
H 0.3280 0.1582 -2.1988 0.188 -0.087 -0.439
O 0.3184 -2.7527 -0.6970 -0.118 0.202 0.032
H -0.0362 -3.5328 -0.2601 -0.046 -0.044 0.099
H 0.3358 -2.0651 -0.0238 0.645 -0.217 0.458
```
Forces are in eV/Å.

Values from the calculation:
Total charge: 0
Highest occupied orbital energy in eV: -10.309
Multiplicity: 1
DFT total energy in Ha: -384.26833
Kohn-Sham gap in hartree: 0.3955

Molecular formula: C6H11N4O3
Method: DFT, wB97M-V/def2-TZVPD

The geometry in XYZ format:
```
24
Properties=species:S:1:pos:R:3:forces:R:3
C -1.1452 -0.3075 -0.0111 -1.021 5.570 0.014
C 2.1538 1.0468 1.2562 -0.639 -0.965 0.795
C -2.7460 -0.7725 -1.5188 0.630 1.341 -3.872
C -1.8196 -1.9993 -1.3373 -3.386 0.197 0.361
C 2.2591 1.9190 2.4722 0.468 2.418 -3.530
C 1.3631 0.2702 -0.6677 1.375 1.107 -0.557
N -2.0080 0.3305 -0.9633 1.253 0.824 2.397
N -0.8926 -1.5262 -0.3941 1.529 -2.823 3.221
N 1.5380 1.3768 0.1197 0.457 0.004 1.118
N 2.0698 -0.7251 -0.2307 -1.004 0.619 -0.476
O 2.3500 -1.8233 -0.5254 0.254 -0.748 0.086
O -0.6289 0.3140 0.9197 -0.512 -0.746 0.034
O 2.5151 -0.1990 1.2553 0.006 1.231 -0.762
H -3.0055 -0.4908 -2.6157 0.399 -1.054 1.706
H -3.6015 -0.7619 -0.9776 -3.059 -1.039 1.345
H -2.4493 -2.8587 -0.9942 0.990 0.469 -0.516
H -1.3405 -2.1024 -2.2395 1.006 -1.223 -2.119
H 3.2246 2.4913 2.4023 -0.819 -0.481 0.118
H 2.2157 1.4337 3.3739 -0.209 -1.477 1.948
H 1.4288 2.6459 2.3340 0.569 -0.322 0.542
H 0.9107 0.5233 -1.6273 0.186 -1.366 0.024
H -2.5661 1.1192 -0.5146 1.069 -1.552 -0.908
H -0.7123 -2.0418 0.4927 0.226 -0.249 -1.363
H 0.8866 2.1378 -0.0088 0.233 0.265 0.391
```
Forces are in eV/Å.

Values from the calculation:
Total charge: +1
Highest occupied orbital energy in eV: -13.180
Multiplicity: 1
DFT total energy in Ha: -679.59518
Kohn-Sham gap in hartree: 0.3401

Molecular formula: C27H45CoGe2N3OS
Method: DFT, wB97M-V/def2-TZVPD

The geometry in XYZ format:
```
80
Properties=species:S:1:pos:R:3:forces:R:3
Co 0.2982 0.0046 -0.0527 -0.003 0.081 0.051
C 0.5060 -2.6888 -1.4126 0.005 -0.008 0.004
C 1.8624 -2.5678 -0.7267 0.017 -0.022 -0.015
N 2.1308 -1.1780 -0.3479 -0.012 -0.007 -0.021
C 2.9531 -1.0213 0.8552 0.028 -0.009 0.003
C 2.2313 -1.5067 2.1110 -0.018 -0.002 0.009
S 0.4592 -1.0878 2.1454 -0.008 0.012 -0.017
C -0.3322 -2.6725 1.6979 0.011 0.002 -0.002
C -1.1813 -2.6082 0.4343 -0.016 0.011 0.008
N -0.5432 -1.9392 -0.7068 -0.007 -0.004 -0.022
H 0.2456 -3.7474 -1.5270 0.001 0.002 -0.002
H 0.5742 -2.2603 -2.4155 0.007 -0.001 -0.001
H 2.6362 -2.9705 -1.3867 0.002 -0.003 0.009
H 1.8850 -3.1802 0.1724 -0.004 -0.005 -0.003
H 2.5752 -0.6658 -1.1015 0.002 0.007 -0.002
H 3.1724 0.0417 0.9424 0.003 0.003 0.001
H 3.9059 -1.5589 0.7769 0.000 0.010 -0.004
H 2.6779 -1.0413 2.9883 0.004 -0.004 0.000
H 2.3114 -2.5835 2.2547 0.006 -0.001 0.002
H -0.9742 -2.9588 2.5301 -0.001 -0.002 0.002
H 0.4486 -3.4267 1.6287 0.001 -0.003 0.002
H -2.0888 -2.0422 0.6518 0.007 0.000 0.001
H -1.4844 -3.6314 0.1782 -0.004 0.001 0.001
H -1.2816 -1.7502 -1.3737 -0.004 0.006 0.016
C -3.3877 1.5532 3.1113 0.011 0.007 0.019
C -2.5925 0.6078 2.2098 0.013 -0.013 -0.015
Ge -1.1896 1.5628 1.2045 -0.008 -0.028 -0.016
C 0.1629 2.2719 2.4719 0.007 -0.003 -0.003
C -0.1016 3.7207 2.8841 0.002 0.001 0.000
C -2.0177 3.0623 0.2466 -0.016 0.010 0.015
C -2.0430 2.8928 -1.0825 -0.060 -0.017 -0.080
Ge -1.3747 1.0796 -1.4853 0.034 -0.022 0.049
C -2.9778 -0.0351 -1.8387 -0.004 -0.004 -0.028
C -4.1007 0.7479 -2.5239 0.000 0.002 0.006
C -0.1076 0.9046 -3.0195 0.007 0.002 -0.019
C -0.7177 0.2811 -4.2742 -0.015 0.011 0.006
C -2.6085 3.8588 -2.0520 0.032 0.029 0.037
C -3.6004 4.7670 -1.6746 -0.013 -0.019 -0.006
C -4.1073 5.6823 -2.5822 -0.004 -0.002 0.020
C -3.6318 5.7111 -3.8865 0.004 0.012 -0.020
C -2.6511 4.8126 -4.2781 0.002 0.018 -0.018
C -2.1501 3.8928 -3.3687 -0.034 -0.003 0.040
H -4.1668 1.0220 3.6601 -0.006 0.007 -0.003
H -3.8718 2.3392 2.5290 -0.007 0.004 0.004
H -2.7435 2.0372 3.8484 -0.003 -0.008 -0.001
H -3.2595 0.1206 1.4929 0.004 0.003 0.002
H -2.1271 -0.1811 2.8072 -0.016 0.003 -0.004
H 1.1576 2.1686 2.0290 -0.011 0.007 0.007
H 0.1418 1.6198 3.3480 -0.001 -0.008 0.005
H -0.0775 4.4000 2.0286 0.001 0.006 -0.003
H 0.6429 4.0720 3.6004 0.001 0.003 -0.002
H -1.0827 3.8332 3.3484 -0.002 0.003 -0.002
H -2.4198 3.9631 0.7103 0.009 -0.002 0.016
H -3.3333 -0.4364 -0.8855 0.004 0.007 0.011
H -2.7103 -0.8930 -2.4646 0.004 0.008 0.009
H -4.4249 1.5905 -1.9122 0.005 0.003 0.000
H -4.9703 0.1145 -2.7051 0.004 -0.004 0.001
H -3.7786 1.1516 -3.4853 -0.008 0.010 -0.001
H 0.7624 0.3241 -2.6914 -0.012 -0.009 -0.002
H 0.2756 1.9028 -3.2402 0.011 -0.011 -0.007
H -1.1343 -0.7098 -4.0815 0.027 0.001 0.004
H 0.0254 0.1722 -5.0662 -0.003 0.010 -0.012
H -1.5304 0.8942 -4.6673 -0.015 -0.005 -0.007
H -3.9941 4.7379 -0.6664 -0.006 0.004 0.000
H -4.8839 6.3705 -2.2748 0.002 0.000 0.004
H -4.0311 6.4247 -4.5950 -0.002 -0.003 -0.001
H -2.2800 4.8243 -5.2950 0.001 -0.006 0.000
H -1.3873 3.1939 -3.6839 0.041 -0.046 -0.026
O 2.0433 1.5020 -0.5475 -0.017 -0.037 -0.005
N 1.9680 2.6231 -1.2258 -0.042 -0.008 -0.025
C 2.7019 2.7677 -2.3483 0.011 0.019 0.032
C 2.6020 3.9080 -3.1122 0.006 0.000 -0.002
C 1.7305 4.9190 -2.7322 -0.007 -0.003 0.007
C 0.9991 4.7569 -1.5682 0.009 -0.003 0.001
C 1.1453 3.6065 -0.8216 0.015 0.015 0.006
H 3.3393 1.9293 -2.5806 0.001 -0.006 0.001
H 3.2037 3.9891 -4.0059 0.000 -0.002 -0.001
H 1.6270 5.8128 -3.3304 -0.001 0.004 0.002
H 0.3027 5.5087 -1.2253 -0.005 0.005 -0.004
H 0.6138 3.4089 0.0938 0.029 -0.003 -0.011
```
Forces are in eV/Å.

Values from the calculation:
Total charge: +1
Highest occupied orbital energy (spin up / spin down) in eV: -10.276 / -10.563
Multiplicity: 3
DFT total energy in Ha: -7229.85984
Kohn-Sham gap (spin up / spin down) in hartree: 0.2929 / 0.3025

Which of these has the highest DFT total energy?
C2H12O4

What did the second record say?
Molecular formula: C6H11N4O3
Method: DFT, wB97M-V/def2-TZVPD

The geometry in XYZ format:
```
24
Properties=species:S:1:pos:R:3:forces:R:3
C -1.1452 -0.3075 -0.0111 -1.021 5.570 0.014
C 2.1538 1.0468 1.2562 -0.639 -0.965 0.795
C -2.7460 -0.7725 -1.5188 0.630 1.341 -3.872
C -1.8196 -1.9993 -1.3373 -3.386 0.197 0.361
C 2.2591 1.9190 2.4722 0.468 2.418 -3.530
C 1.3631 0.2702 -0.6677 1.375 1.107 -0.557
N -2.0080 0.3305 -0.9633 1.253 0.824 2.397
N -0.8926 -1.5262 -0.3941 1.529 -2.823 3.221
N 1.5380 1.3768 0.1197 0.457 0.004 1.118
N 2.0698 -0.7251 -0.2307 -1.004 0.619 -0.476
O 2.3500 -1.8233 -0.5254 0.254 -0.748 0.086
O -0.6289 0.3140 0.9197 -0.512 -0.746 0.034
O 2.5151 -0.1990 1.2553 0.006 1.231 -0.762
H -3.0055 -0.4908 -2.6157 0.399 -1.054 1.706
H -3.6015 -0.7619 -0.9776 -3.059 -1.039 1.345
H -2.4493 -2.8587 -0.9942 0.990 0.469 -0.516
H -1.3405 -2.1024 -2.2395 1.006 -1.223 -2.119
H 3.2246 2.4913 2.4023 -0.819 -0.481 0.118
H 2.2157 1.4337 3.3739 -0.209 -1.477 1.948
H 1.4288 2.6459 2.3340 0.569 -0.322 0.542
H 0.9107 0.5233 -1.6273 0.186 -1.366 0.024
H -2.5661 1.1192 -0.5146 1.069 -1.552 -0.908
H -0.7123 -2.0418 0.4927 0.226 -0.249 -1.363
H 0.8866 2.1378 -0.0088 0.233 0.265 0.391
```
Forces are in eV/Å.

Values from the calculation:
Total charge: +1
Highest occupied orbital energy in eV: -13.180
Multiplicity: 1
DFT total energy in Ha: -679.59518
Kohn-Sham gap in hartree: 0.3401